Record 1
{"formula": "C28H51N5O8PPr", "method": "ωB97M-V/def2-TZVPD", "e_above_lowest_kj_mol": 0.0, "multiplicity": 3, "e_tot_ha": -2831.88968, "total_charge": -2, "fmax_ha_per_bohr": 0.0207, "homo_lumo_gap_ev": [6.54, 6.56], "s2": 2.00, "symbols": ["C", "C", "H", "H", "H", "H", "H", "C", "H", "O", "H", "C", "H", "C", "O", "C", "P", "C", "H", "H", "H", "H", "H", "C", "C", "H", "O", "H", "H", "C", "H", "H", "C", "H", "H", "O", "C", "H", "C", "H", "N", "H", "C", "C", "H", "H", "H", "H", "H", "H", "O", "N", "H", "H", "H", "N", "H", "C", "C", "C", "H", "N", "C", "H", "H", "H", "H", "O", "O", "H", "H", "H", "C", "H", "H", "H", "O", "H", "H", "C", "H", "C", "H", "C", "C", "Pr", "N", "C", "C", "H", "C", "H", "C", "H"], "coordinates": [[-5.495302, -1.337846, -0.031785], [3.809354, 1.898300, -2.279165], [1.157314, 5.052859, -0.767680], [-0.176050, 3.747037, 0.659785], [0.470130, 3.124893, 3.454675], [3.397091, 3.981559, -2.556547], [-3.072939, -4.644812, 0.150140], [-2.266399, -2.282884, -1.735038], [-3.316368, 0.876512, -1.554928], [1.879158, -1.910014, 0.316361], [3.212402, 1.624679, -3.147347], [-1.271191, -3.259239, 1.659009], [-0.278616, -2.910615, -1.031544], [4.566972, 0.065071, 0.906379], [-1.231161, 3.884410, -2.089469], [-0.427808, 3.011988, -1.736114], [-2.533096, -1.425710, -0.041762], [-1.156312, -3.326735, -1.522113], [-3.156056, -2.828385, 3.385013], [-0.707436, 2.468079, 2.292880], [-1.172133, -0.450849, -2.251044], [4.221950, 1.501614, 2.927464], [-1.284278, -3.672885, 2.674749], [3.045403, -1.152777, 2.242552], [-3.539399, -4.037531, 0.927200], [2.640208, 0.947390, 3.425373], [2.597976, -0.857853, -4.042684], [-4.919604, 1.354428, 0.738022], [-5.547529, -2.108368, -0.802905], [2.807736, -2.209580, 1.151543], [-5.611065, -1.822899, 0.937921], [-0.871156, -4.027070, 0.997059], [-2.695329, -2.812660, 1.274404], [4.611845, -0.582953, -2.596344], [-4.319067, -1.893374, 2.446997], [-0.641184, 2.049513, -0.929538], [1.701820, 4.238757, -0.271389], [-2.697865, -1.232383, 2.768424], [0.305762, 2.358750, 2.687674], [-0.835156, -3.706405, -2.498025], [-1.424719, -0.446885, 0.349954], [-3.878196, -3.770727, -1.706128], [4.749659, 0.974912, -0.290428], [2.633149, 2.575383, 2.014747], [-1.019562, -1.731734, -3.429813], [-5.075840, 0.999272, -1.409136], [5.743721, 0.763180, -0.725331], [4.847748, 2.001114, -2.635684], [4.005167, 3.579835, -0.956842], [-0.587822, -2.411455, 1.661589], [1.371715, -0.281710, -2.246036], [1.238936, 2.535858, 1.561785], [2.147594, -1.099191, 2.854102], [2.648008, 4.660692, 0.069944], [-4.373179, -0.339875, -2.311157], [3.706211, 0.833239, -1.285586], [-4.284498, -2.297640, -2.591819], [3.717920, -0.463312, -1.971810], [-4.203243, 0.562235, 0.989034], [3.212220, 1.265847, 2.558212], [1.085654, 3.964008, -2.940437], [1.988478, 3.150610, -1.201402], [0.352608, 0.976995, 3.346980], [0.959014, 4.623386, 1.688761], [-1.504906, -4.176654, -0.935964], [5.385922, 0.264221, 1.613971], [-6.359306, -0.674164, -0.169354], [0.385736, 0.008395, 2.533485], [0.361775, 0.941777, 4.587314], [-4.548355, -3.779583, 0.600990], [-3.629896, -4.669332, 1.820923], [2.740465, 3.331918, 2.809950], [-1.719319, -1.248556, -2.741875], [-2.510742, -0.793052, -3.334823], [4.696813, -0.965094, 0.578801], [3.673006, -1.276746, -1.246148], [3.528004, -3.209643, 1.133105], [3.238949, 2.901809, 1.169921], [-3.163088, -3.463776, -3.291002], [-4.235601, 0.294840, -1.437359], [-3.206480, 1.003278, 1.059985], [3.332555, 3.236469, -1.744304], [1.168397, 2.177602, -2.870137], [-3.261715, -2.139932, 2.538314], [0.870868, 3.818277, 0.940013], [0.749523, 0.194223, 0.007810], [3.273729, 0.159401, 1.597927], [-4.216960, -0.504511, -0.123199], [1.000394, 3.085820, -2.286418], [-4.477332, 0.162587, 1.965406], [-3.476019, -2.989799, -2.351205], [3.903647, -1.451923, 2.854595], [2.463389, -0.567081, -2.854394], [4.773139, 2.013192, 0.041991]], "forces_ev_per_angstrom": [[-0.1, 0.0, 0.0], [-0.1, 0.0, 0.2], [0.0, 0.1, 0.0], [0.0, 0.0, 0.0], [0.0, 0.1, 0.0], [0.0, 0.0, 0.0], [-0.1, 0.0, 0.0], [0.1, 0.0, 0.1], [0.0, 0.0, 0.0], [0.4, -0.2, 0.3], [0.0, 0.0, 0.0], [0.0, -0.1, 0.0], [0.1, 0.1, 0.0], [-0.1, 0.0, 0.0], [0.0, -0.1, 0.0], [-0.2, -0.1, 0.2], [-0.2, 0.0, 0.0], [-0.1, -0.1, -0.1], [0.0, 0.0, 0.0], [0.0, 0.1, 0.0], [0.0, 0.1, 0.0], [0.1, 0.0, 0.0], [-0.1, 0.0, -0.1], [0.0, 0.0, -0.1], [-0.1, 0.0, 0.1], [0.0, 0.0, 0.0], [-0.1, -0.1, 0.0], [0.0, -0.1, 0.0], [0.0, 0.0, 0.0], [-0.1, 0.1, -0.2], [0.0, 0.0, 0.0], [0.0, 0.1, 0.0], [0.1, 0.2, 0.1], [0.1, 0.0, -0.1], [0.0, 0.0, 0.0], [0.2, 0.3, -0.3], [0.0, -0.2, 0.0], [0.0, -0.1, 0.0], [0.0, -0.1, 0.0], [0.0, 0.0, 0.0], [0.5, -0.3, -0.5], [0.0, 0.0, 0.0], [-0.1, 0.0, 0.0], [0.0, -0.1, -0.1], [0.0, 0.0, 0.0], [0.0, 0.0, 0.0], [0.1, 0.0, 0.0], [0.1, 0.0, -0.1], [0.0, 0.0, 0.0], [0.0, 0.1, 0.0], [0.2, -0.2, -0.4], [-0.1, 0.0, 0.1], [0.0, 0.1, 0.1], [0.1, 0.0, 0.0], [0.0, 0.0, 0.0], [0.1, 0.0, -0.2], [0.1, -0.1, 0.0], [-0.1, 0.1, 0.2], [0.0, 0.0, 0.0], [-0.1, 0.0, -0.1], [0.0, 0.1, 0.0], [-0.1, 0.1, -0.1], [0.2, -0.1, 0.0], [0.0, 0.1, 0.0], [0.1, 0.0, -0.1], [0.1, 0.0, 0.1], [0.0, 0.0, 0.0], [0.2, 0.3, 0.1], [-0.1, -0.1, -0.1], [0.0, 0.0, 0.0], [0.0, 0.0, 0.0], [0.0, 0.1, 0.1], [-0.1, -0.1, 0.0], [-0.1, 0.0, 0.0], [0.0, 0.0, 0.0], [0.0, 0.0, 0.0], [-0.2, -0.1, 0.0], [0.0, 0.0, 0.0], [0.0, 0.0, 0.0], [0.1, 0.0, 0.0], [0.0, 0.0, 0.0], [-0.1, -0.1, 0.0], [0.0, 0.0, 0.0], [0.0, 0.0, 0.0], [0.0, -0.1, -0.1], [-0.6, 0.6, 0.6], [0.0, -0.2, 0.0], [0.2, 0.1, 0.0], [0.1, -0.1, 0.1], [0.0, 0.0, 0.0], [0.0, 0.0, -0.1], [0.1, 0.0, 0.0], [-0.2, 0.1, 0.1], [0.0, 0.0, 0.0]]}

---

Record 2
{"formula": "C28H52Cl2N2O5P", "method": "ωB97M-V/def2-TZVPD", "multiplicity": 3, "e_tot_ha": -2844.99759, "total_charge": 1, "fmax_ha_per_bohr": 0.1045, "homo_lumo_gap_ev": [6.77, 7.39], "s2": 2.01, "symbols": ["C", "H", "H", "H", "C", "C", "C", "H", "H", "Cl", "C", "H", "C", "H", "H", "H", "H", "H", "H", "H", "H", "H", "C", "H", "H", "H", "C", "H", "H", "H", "O", "H", "H", "C", "C", "C", "H", "H", "O", "H", "H", "H", "H", "C", "H", "N", "C", "H", "O", "C", "C", "O", "H", "H", "H", "C", "C", "H", "C", "H", "H", "H", "H", "Cl", "N", "H", "H", "H", "H", "H", "C", "H", "C", "H", "C", "C", "H", "P", "H", "C", "O", "H", "H", "C", "H", "C", "H", "C", "C", "C"], "coordinates": [[-3.366452, -4.336669, -1.119675], [-0.959917, -2.146875, -4.954071], [6.655593, 2.107250, 6.452470], [1.197994, 2.207890, -1.822163], [-3.726795, 3.416974, -5.691545], [-3.975159, 1.938915, -6.353231], [-1.412941, -4.658540, -4.236801], [3.615993, 2.669177, 5.505178], [-3.029013, 1.321996, -6.104730], [0.465911, 1.829526, 2.122921], [2.949472, 0.172735, 4.692697], [-5.699656, -2.580289, -2.989833], [5.499408, 0.264111, 6.210847], [-1.892017, -5.808750, -1.692581], [-2.873032, 4.079531, 0.166686], [-0.924276, -2.937653, -1.268254], [-1.552295, -5.007968, -0.178922], [-0.888403, 5.097266, -0.877507], [-2.118325, 0.983464, 0.500587], [-4.701439, 3.948084, -5.424399], [6.010322, 1.475988, 7.963362], [7.643359, -0.246037, 6.226792], [4.224738, -0.393751, 6.788073], [-1.930549, -4.490631, -5.185179], [3.126225, 2.883884, 3.860434], [0.475108, 4.352572, -2.010156], [0.607169, 3.895021, 0.261835], [6.811251, -0.610095, 7.740443], [3.226067, 1.337254, 2.210442], [4.974583, 1.567242, 2.219872], [0.813264, 1.454446, -3.675807], [-4.000551, -5.143939, -0.736566], [4.206748, -0.277452, 7.877533], [4.155089, 0.975054, 4.163724], [3.930080, 2.474537, 4.481759], [5.785739, 1.617450, 6.901694], [4.276968, -0.059596, 2.201150], [-0.019346, -4.250193, -1.987730], [-1.586514, 3.075438, -4.557314], [-2.117808, 4.393345, -2.484873], [-6.004000, -3.730666, -1.686127], [4.256341, -1.474215, 6.602624], [-4.173052, 1.995651, -7.474024], [4.164398, 0.945530, 2.613880], [-5.107738, -2.268055, -1.348310], [-2.982159, -2.966927, -3.231662], [-1.927721, -4.836917, -1.192760], [4.829549, 3.062063, 4.277799], [5.728258, -0.707108, 4.134015], [-2.961996, 3.255742, -0.640353], [-0.977911, 1.113873, -1.917605], [-3.483386, 2.901326, -3.125849], [2.684793, 1.114821, 6.632542], [-3.082976, 3.988396, -6.450056], [-0.753928, 0.022515, -1.594737], [-5.259974, -3.045220, -2.101945], [2.909966, 0.127920, 6.218045], [2.013154, 0.611864, 4.324942], [6.704586, -0.614456, 6.651699], [-3.949596, 2.712427, -0.410329], [-0.581199, -1.448549, -3.372128], [-1.766134, -5.596063, -3.812670], [-4.795577, -4.581790, -4.309423], [2.042406, 4.445123, 1.271502], [5.446087, 0.483025, 4.733378], [2.092002, -0.525025, 6.538936], [0.394404, -2.754203, -4.002600], [-3.688995, -5.723194, -3.538748], [-0.358530, -4.837292, -4.469250], [2.972356, -0.851041, 4.305783], [0.444772, 1.659634, -2.485914], [-1.743229, 1.038180, -2.758827], [-3.945552, -3.800612, -2.449439], [-3.399793, -3.544080, -0.361831], [0.203615, 4.792779, -0.994146], [-0.097726, 2.715392, 0.612450], [0.814072, 5.770609, -0.900108], [-1.569768, 2.007871, -0.366900], [6.585391, -1.661519, 6.361983], [-1.027116, -3.827260, -1.899067], [-2.974801, -1.724135, -2.676207], [-3.884585, 4.669922, -2.083010], [-5.275324, -5.487987, -2.879021], [-2.826289, 3.125723, -4.374008], [4.952657, 2.316014, 6.875371], [-4.438550, -4.959684, -3.346068], [-4.824419, 1.462125, -5.751060], [-1.563886, -3.440590, -3.291651], [-3.057603, 3.859657, -2.119328], [-0.631886, -2.382312, -3.936951]], "forces_ev_per_angstrom": [[0.4, 0.2, 0.1], [0.0, 0.0, 0.1], [-0.1, -0.1, 0.0], [-1.2, -0.8, -0.3], [0.3, -1.3, 0.4], [0.3, 0.2, 1.5], [-0.2, -0.2, 0.0], [0.1, -0.1, 0.0], [-1.5, 0.9, -0.9], [-1.2, 0.7, -2.1], [0.1, -0.2, 0.3], [0.1, -0.1, 0.1], [0.9, 0.8, 1.9], [0.1, 0.1, 0.0], [0.0, -1.2, -1.4], [-0.1, 0.1, -0.1], [-0.1, 0.0, -0.1], [1.5, -0.6, -0.4], [0.5, 0.9, -0.6], [1.4, -0.7, -0.5], [0.0, -0.2, -0.2], [-0.2, 0.0, 0.0], [-0.3, -0.2, -0.3], [0.0, 0.0, 0.1], [0.1, -0.2, -0.1], [-0.6, 0.3, 1.4], [-1.0, -1.5, 0.0], [-0.2, 0.2, -0.1], [0.1, 0.1, 0.3], [0.0, -0.1, 0.1], [-2.0, 0.5, 5.0], [-0.1, 0.2, -0.2], [0.3, 0.1, -0.1], [-1.0, 1.6, -0.8], [0.1, 0.1, 0.3], [-0.2, 0.3, 0.1], [0.1, 0.1, 0.2], [-0.1, 0.1, -0.2], [-4.3, 0.1, 2.0], [-1.1, -1.0, 0.7], [0.3, -0.2, -0.1], [0.2, 0.1, -0.1], [0.2, -0.1, 1.7], [0.4, -0.6, 0.0], [0.1, 0.0, -0.2], [0.7, 2.9, 3.4], [0.0, 0.0, 0.0], [0.0, -0.1, 0.1], [0.0, 2.4, 0.7], [-0.6, 0.1, -0.2], [1.3, -0.6, -0.3], [1.3, 0.9, -0.7], [0.0, 0.0, -0.1], [-0.9, -0.6, 1.6], [-0.4, 1.7, -0.3], [0.5, 0.6, -0.1], [0.0, 0.1, 0.0], [0.2, 0.1, -0.1], [-0.1, -0.3, -0.8], [1.5, 0.6, -0.4], [-0.2, -0.1, 0.0], [-0.1, 0.1, 0.0], [0.1, 0.0, 0.1], [-2.2, -0.8, -1.6], [-0.7, -4.2, -0.9], [0.1, 0.1, 0.0], [-0.2, -0.2, 0.1], [0.1, 0.1, 0.0], [-0.1, 0.3, 0.1], [0.2, 0.0, -0.1], [1.2, -0.6, -4.0], [0.9, 0.4, 1.3], [-1.9, -1.4, -0.3], [-0.1, 0.1, -0.2], [1.0, 1.0, 1.3], [1.7, 1.9, 0.3], [-1.0, -1.6, -0.2], [0.5, -0.1, 0.3], [0.0, 0.2, -0.2], [-0.3, -0.1, 0.2], [-0.1, -1.8, -1.5], [1.3, -1.3, 0.1], [0.1, 0.2, 0.1], [2.5, 0.5, -2.8], [0.0, 0.0, -0.1], [0.2, -0.3, -0.1], [1.0, 0.5, -1.3], [1.5, -0.8, -1.2], [-0.5, 1.5, 0.2], [-0.5, 0.4, 0.3]]}